Computed, not measured: C25H23Br39O3 as an isolated structure in a non-equilibrium geometry, with ωB97M-V with the def2-TZVPD basis set.

Calculated values
**Frontier orbital gap**: 7.1 eV
**LUMO**: -1.64 eV

Structure (ORCA input):
```
! wB97M-V def2-TZVPD RIJCOSX def2/J DEFGRID3
* xyz 0 1
C -2.381 -1.893 -0.934
C -1.270 -1.752 0.219
C -0.519 -2.955 0.843
C 0.556 -2.687 1.943
C 0.895 -1.266 2.497
C 0.142 -0.063 1.873
C -0.923 -0.324 0.740
C -1.594 1.030 0.142
C -0.370 1.794 -0.604
C 0.376 0.961 -1.498
C 1.507 1.975 -2.006
O 2.435 1.775 -2.828
O 1.331 3.223 -1.303
C 0.148 3.292 -0.466
O -0.264 4.264 0.179
H -2.401 -2.985 -1.317
H -2.140 -1.211 -1.818
H -3.445 -1.690 -0.544
H -0.780 -4.002 0.468
H 1.115 -3.617 2.351
H 1.673 -1.033 3.295
H 0.344 1.019 2.218
H -2.020 1.656 1.017
H -2.467 0.807 -0.558
H 0.203 -0.138 -1.767
C 4.997 -2.301 3.158
Br 3.164 -2.813 2.770
Br 5.318 -2.157 5.066
Br 6.276 -3.481 2.299
H 5.146 -1.308 2.735
C 3.723 5.970 -2.402
Br 5.583 5.934 -1.852
Br 2.600 6.845 -1.087
Br 3.508 6.751 -4.166
H 3.390 4.935 -2.469
C 5.441 0.500 -4.863
Br 6.552 0.336 -3.281
Br 6.108 1.860 -6.075
Br 5.203 -1.207 -5.755
H 4.457 0.825 -4.529
C -0.154 -6.465 3.399
Br -1.838 -7.338 2.983
Br -0.332 -4.530 3.401
Br 0.613 -7.126 5.054
H 0.543 -6.719 2.602
C -6.523 -0.349 0.508
Br -6.855 -0.942 -1.309
Br -7.102 -1.661 1.812
Br -4.670 0.162 0.772
H -7.126 0.545 0.666
C -11.100 -1.432 3.452
Br -10.003 -1.569 5.046
Br -10.409 -0.109 2.214
Br -11.352 -3.156 2.599
H -12.083 -1.087 3.770
C 0.126 -9.954 0.628
Br 0.409 -10.415 2.490
Br 0.233 -8.039 0.334
Br 1.321 -10.929 -0.547
H -0.889 -10.259 0.374
C 4.044 -5.054 -0.402
Br 4.692 -4.867 -2.220
Br 2.400 -4.061 -0.129
Br 3.867 -6.913 0.119
H 4.795 -4.611 0.251
C 6.682 9.779 -4.087
Br 5.855 11.494 -4.454
Br 7.870 9.230 -5.519
Br 7.573 9.761 -2.364
H 5.880 9.042 -4.039
C -4.007 -8.275 -0.318
Br -5.486 -8.203 0.937
Br -4.377 -9.471 -1.800
Br -3.492 -6.507 -0.930
H -3.154 -8.687 0.219
C 3.506 11.222 -0.528
Br 2.013 11.274 0.709
Br 3.169 10.021 -2.013
Br 4.005 12.997 -1.133
H 4.359 10.821 0.019
C 3.847 8.905 -7.763
Br 3.593 10.711 -7.103
Br 2.687 8.516 -9.268
Br 5.708 8.544 -8.174
H 3.563 8.229 -6.959
C -8.917 -1.914 8.973
Br -8.648 -2.369 10.839
Br -8.824 0.000 8.676
Br -7.702 -2.883 7.812
H -9.926 -2.229 8.711
*
```

Here are the Löwdin charges for atoms 1 to 4, given in e: atom 1 (C): -0.0969, atom 2 (C): -0.1566, atom 3 (C): -0.1100, atom 4 (C): -0.4960